ORCA calculation (ωB97M-V/def2-TZVPD) on a cluster of 13 separate species, C18H9Cl49FI2NO2S in total in a non-equilibrium geometry.

The frontier orbital gap is 8.85 eV. As for the net charge: 0. The highest occupied orbital energy comes out at -9.4 eV. As for the lowest unoccupied orbital energy: -0.0187 hartree.

Last columns: bonded neighbours and bond lengths (Å).
CARTESIAN COORDINATES (ANGSTROEM)
1 C 3.270 -0.286 -0.046  C2 1.501, H15 1.090, H16 1.101, H17 1.103
2 C 2.362 -1.477 -0.147  C1 1.501, I3 2.142, C4 1.318
3 I 0.569 -1.118 -1.262  C2 2.142
4 C 2.561 -2.663 0.393  C2 1.318, I5 2.151, N6 1.444
5 I 4.374 -2.991 1.503  C4 2.151
6 N 1.542 -3.667 0.202  C4 1.444, C7 1.468, S11 1.664
7 C 1.662 -4.551 -0.964  N6 1.468, C8 1.545, H18 1.098, H19 1.109
8 C 2.936 -5.404 -1.152  C7 1.545, C9 1.567, Cl10 1.798, H20 1.098
9 C 4.140 -4.640 -1.800  C8 1.567, H21 1.092, H22 1.099, H23 1.097
10 Cl 3.419 -6.338 0.307  C8 1.798
11 S 0.919 -4.333 1.594  N6 1.664, O12 1.420, O13 1.415, F14 1.577
12 O 0.074 -5.442 1.328  S11 1.420
13 O 0.197 -3.298 2.235  S11 1.415
14 F 2.014 -4.795 2.630  S11 1.577
15 H 4.285 -0.493 0.295  C1 1.090
16 H 2.748 0.464 0.568  C1 1.101
17 H 3.365 0.182 -1.040  C1 1.103
18 H 0.810 -5.239 -1.039  C7 1.098
19 H 1.586 -3.905 -1.862  C7 1.109
20 H 2.670 -6.167 -1.895  C8 1.098
21 H 5.012 -4.622 -1.143  C9 1.092
22 H 4.424 -5.154 -2.729  C9 1.099
23 H 3.782 -3.646 -2.097  C9 1.097
24 C 4.725 3.134 -0.826  Cl25 1.767, Cl26 1.773, Cl27 1.766, Cl28 1.770
25 Cl 5.501 4.713 -0.978  C24 1.767
26 Cl 5.879 1.961 -0.165  C24 1.773
27 Cl 3.338 3.245 0.260  C24 1.766
28 Cl 4.179 2.590 -2.420  C24 1.770
29 C -0.126 4.953 -1.468  Cl30 1.771, Cl31 1.770, Cl32 1.769, Cl33 1.769
30 Cl 0.237 3.220 -1.522  C29 1.771
31 Cl 1.305 5.840 -0.923  C29 1.770
32 Cl -0.588 5.507 -3.083  C29 1.769
33 Cl -1.455 5.234 -0.334  C29 1.769
34 C 0.538 -4.222 -5.522  Cl35 1.776, Cl36 1.767, Cl37 1.767, Cl38 1.767
35 Cl 0.928 -4.203 -3.790  C34 1.776
36 Cl 1.977 -3.784 -6.449  C34 1.767
37 Cl -0.002 -5.838 -5.989  C34 1.767
38 Cl -0.747 -3.052 -5.844  C34 1.767
39 C 3.519 2.406 4.208  Cl40 1.768, Cl41 1.768, Cl42 1.767, Cl43 1.774
40 Cl 2.894 0.858 4.788  C39 1.768
41 Cl 4.448 3.188 5.493  C39 1.768
42 Cl 4.557 2.135 2.804  C39 1.767
43 Cl 2.164 3.448 3.733  C39 1.774
44 C -3.593 5.548 3.040  Cl45 1.771, Cl46 1.771, Cl47 1.768, Cl48 1.768
45 Cl -5.124 5.695 3.918  C44 1.771
46 Cl -3.851 5.903 1.324  C44 1.771
47 Cl -2.422 6.694 3.703  C44 1.768
48 Cl -2.972 3.902 3.214  C44 1.768
49 C 2.134 -1.792 -9.784  Cl50 1.769, Cl51 1.768, Cl52 1.770, Cl53 1.769
50 Cl 1.966 -0.473 -8.618  C49 1.769
51 Cl 2.584 -1.135 -11.362  C49 1.768
52 Cl 3.390 -2.907 -9.227  C49 1.770
53 Cl 0.597 -2.656 -9.920  C49 1.769
54 C 1.803 5.303 8.213  Cl55 1.769, Cl56 1.769, Cl57 1.769, Cl58 1.768
55 Cl 2.552 6.901 8.092  C54 1.769
56 Cl 2.958 4.163 8.918  C54 1.769
57 Cl 0.368 5.400 9.242  C54 1.769
58 Cl 1.339 4.747 6.600  C54 1.768
59 C -3.591 -4.491 0.962  Cl60 1.773, Cl61 1.767, Cl62 1.764, Cl63 1.759
60 Cl -4.948 -4.710 -0.158  C59 1.773
61 Cl -4.180 -3.758 2.459  C59 1.767
62 Cl -2.837 -6.049 1.302  C59 1.764
63 Cl -2.384 -3.437 0.235  C59 1.759
64 C 2.158 3.915 -8.386  Cl65 1.768, Cl66 1.768, Cl67 1.768, Cl68 1.770
65 Cl 3.867 4.005 -8.830  C64 1.768
66 Cl 1.634 5.472 -7.732  C64 1.768
67 Cl 1.196 3.521 -9.817  C64 1.768
68 Cl 1.932 2.657 -7.163  C64 1.770
69 C -7.302 3.376 0.040  Cl70 1.769, Cl71 1.768, Cl72 1.770, Cl73 1.768
70 Cl -8.995 2.866 0.084  C69 1.769
71 Cl -6.268 1.968 -0.239  C69 1.768
72 Cl -7.071 4.546 -1.268  C69 1.770
73 Cl -6.869 4.126 1.581  C69 1.768
74 C -7.806 -2.816 4.191  Cl75 1.771, Cl76 1.769, Cl77 1.770, Cl78 1.768
75 Cl -6.213 -2.089 4.458  C74 1.771
76 Cl -8.357 -3.589 5.684  C74 1.769
77 Cl -8.954 -1.554 3.721  C74 1.770
78 Cl -7.704 -4.026 2.906  C74 1.768
79 C -4.206 0.604 6.553  Cl80 1.768, Cl81 1.770, Cl82 1.769, Cl83 1.769
80 Cl -5.072 0.276 8.059  C79 1.768
81 Cl -3.584 -0.913 5.888  C79 1.770
82 Cl -5.309 1.352 5.389  C79 1.769
83 Cl -2.857 1.703 6.873  C79 1.769

Results of the Löwdin charge analysis, in e, for atoms 1 through 6:
1 C -0.240
2 C -0.719
3 I 0.948
4 C -0.742
5 I 1.000
6 N -0.272